2 unconnected molecules or ions with the total composition C32H34BF4NO2S. Source: the Open Molecules 2025 dataset; level of theory: ωB97M-V with the def2-TZVPD basis set.

Its energy relative to the best compared isomer or geometry (same formula, charge and spin) is 4.9249 eV. As for the net charge: 0. The lowest unoccupied orbital energy is -1.684 eV.

CARTESIAN COORDINATES (ANGSTROEM)
F (0.4325, -1.3689, -5.6544)
C (1.0989, -1.2048, -4.4618)
C (2.2628, -1.9572, -4.2728)
C (2.8797, -1.7750, -3.0231)
F (4.0226, -2.5061, -2.7799)
C (2.4209, -0.9139, -2.0484)
C (1.2489, -0.1419, -2.2915)
C (0.8928, 0.9118, -1.3748)
C (0.9578, 2.2748, -1.7951)
C (1.0957, 3.2886, -0.7878)
C (1.0999, 4.6241, -1.1443)
F (1.1816, 5.5680, -0.1366)
C (0.9660, 5.0707, -2.4607)
C (0.9292, 4.0846, -3.4347)
F (0.8005, 4.4775, -4.7531)
C (0.9427, 2.7173, -3.1513)
C (0.6060, -0.2967, -3.5425)
H (2.6352, -2.6359, -5.0308)
H (3.0098, -0.7413, -1.1467)
H (1.1925, 0.8021, -0.3341)
H (1.2080, 2.9827, 0.2567)
H (0.8847, 6.1160, -2.6988)
H (0.9623, 2.0094, -3.9872)
H (-0.2232, 0.3630, -3.8191)
C (-4.1412, -1.3272, 4.6871)
C (-3.1133, -1.3705, 3.6082)
C (-2.8143, -2.5064, 2.8669)
C (-1.8584, -2.2919, 1.8418)
C (-1.2765, -1.0112, 1.8175)
B (-0.9819, -0.0503, 0.4285)
C (0.3274, -0.7032, 1.2069)
C (1.2452, 0.1621, 1.9006)
C (2.5159, -0.2413, 2.2670)
C (2.9630, -1.5643, 1.9805)
N (4.1561, -2.0229, 2.4276)
C (4.5388, -3.4179, 2.4000)
C (5.1047, -1.2011, 3.1316)
C (2.1272, -2.4029, 1.1631)
C (0.9098, -1.9247, 0.7137)
O (-1.5519, -0.6686, -0.6795)
C (-2.7721, 0.0734, -0.8596)
C (-2.9616, 0.1285, -2.3591)
C (-3.9233, -0.6468, -0.1880)
C (-2.4662, 1.5206, -0.1998)
C (-2.1367, 2.6056, -1.2178)
C (-3.5248, 2.0477, 0.7589)
O (-1.2555, 1.2945, 0.5767)
S (-2.1261, -0.0616, 3.0373)
H (-4.5548, -2.3262, 4.9181)
H (-3.7420, -0.9156, 5.6227)
H (-4.9931, -0.7004, 4.3958)
H (-3.3016, -3.4727, 3.0184)
H (-1.6138, -3.0599, 1.1061)
H (0.8732, 1.1550, 2.2033)
H (3.1928, 0.4040, 2.8404)
H (3.9733, -4.0236, 3.1347)
H (4.4248, -3.8759, 1.4051)
H (5.6064, -3.4221, 2.6879)
H (5.5612, -0.4803, 2.4385)
H (4.6641, -0.6619, 3.9733)
H (5.8799, -1.8944, 3.4913)
H (2.4341, -3.4333, 0.9490)
H (0.2953, -2.5679, 0.0742)
H (-3.7646, 0.8355, -2.5838)
H (-2.0300, 0.4128, -2.8678)
H (-3.2661, -0.8597, -2.7186)
H (-4.8684, -0.1933, -0.4835)
H (-3.9485, -1.6957, -0.5114)
H (-3.8312, -0.6179, 0.8959)
H (-3.0374, 2.8867, -1.7741)
H (-1.7578, 3.5194, -0.7162)
H (-1.3653, 2.2614, -1.9260)
H (-4.4571, 2.2109, 0.2138)
H (-3.6773, 1.3426, 1.5855)
H (-3.1880, 3.0043, 1.1900)


A molecular structure, C32H34Cl2InN8O2PS. Source: the Open Molecules 2025 dataset; level of theory: ωB97M-V with the def2-TZVPD basis set.

Its energy relative to the best compared isomer or geometry (same formula, charge and spin) is 0.0000 eV. As for the net charge: +2. The lowest unoccupied orbital energy is -5.655 eV.

CARTESIAN COORDINATES (ANGSTROEM)
In (12.8200, -6.9098, 14.8782)
C (10.2620, -9.7640, 10.4443)
N (11.0325, -9.5428, 11.6333)
C (11.5573, -10.5379, 12.4378)
C (12.1289, -9.9473, 13.4829)
N (11.9879, -8.5766, 13.3936)
C (11.2873, -8.2975, 12.2618)
P (10.8801, -6.6218, 11.6901)
C (12.4819, -5.7351, 11.8105)
N (13.1866, -5.5977, 13.0040)
C (14.2585, -4.7729, 12.7358)
C (14.2574, -4.4282, 11.4340)
N (13.1461, -5.0391, 10.8419)
C (12.7544, -4.9157, 9.4604)
C (10.1212, -5.9404, 13.1829)
N (10.6887, -5.9502, 14.4339)
C (9.7518, -5.4007, 15.3070)
C (8.6554, -5.0261, 14.6052)
N (8.8616, -5.3355, 13.2918)
C (7.8733, -5.2107, 12.2613)
H (9.7656, -10.7383, 10.5942)
H (10.8399, -9.7937, 9.5349)
H (9.5326, -8.9717, 10.3189)
H (11.4274, -11.5879, 12.2372)
H (12.6266, -10.3935, 14.3349)
H (14.9071, -4.4853, 13.5576)
H (14.8701, -3.7572, 10.8327)
H (13.5784, -4.4383, 8.9119)
H (11.8752, -4.2621, 9.3317)
H (12.5831, -5.9018, 9.0183)
H (9.9997, -5.3956, 16.3504)
H (7.7514, -4.5420, 14.9669)
H (8.2521, -4.6596, 11.3772)
H (7.0643, -4.5829, 12.7171)
H (7.4506, -6.1591, 11.9900)
Cl (14.8868, -3.7789, 18.2444)
C (15.7928, -4.9128, 17.3613)
C (17.1321, -5.1630, 17.6121)
C (17.8059, -6.1418, 16.8696)
Cl (19.5036, -6.3373, 17.0968)
C (17.1592, -6.9311, 15.8978)
C (17.7702, -7.9866, 15.1747)
C (16.9995, -8.7421, 14.3469)
C (15.6212, -8.4899, 14.1686)
N (15.0085, -7.5458, 14.8797)
C (15.7731, -6.7108, 15.6711)
C (15.1066, -5.6650, 16.3565)
O (13.8405, -5.3907, 16.0691)
H (17.6518, -4.5403, 18.3255)
H (18.8553, -8.2078, 15.2986)
H (17.3489, -9.6329, 13.7543)
H (15.0746, -9.1178, 13.4630)
S (11.4671, -6.8414, 20.0521)
C (11.7537, -6.3427, 18.3952)
N (11.6989, -7.2754, 17.4738)
C (11.5455, -8.5314, 18.0652)
C (11.5677, -9.7957, 17.4095)
C (11.4399, -10.9545, 18.1499)
C (11.3463, -10.9282, 19.5503)
C (11.2383, -9.7001, 20.1896)
C (11.4114, -8.5064, 19.4687)
H (11.8779, -5.2960, 18.1337)
H (11.7192, -9.8177, 16.3399)
H (11.2845, -11.9218, 17.6390)
H (11.3046, -11.8333, 20.1544)
H (11.1412, -9.6486, 21.2630)
C (11.2718, -0.9992, 13.1517)
C (11.8318, -1.5290, 14.4456)
O (13.1986, -1.9393, 14.3264)
C (14.1719, -0.9034, 14.5243)
C (15.5375, -1.4786, 14.1919)
H (10.2221, -0.7143, 13.3116)
H (11.3202, -1.7077, 12.3354)
H (11.7146, -0.0670, 12.8773)
H (11.2988, -2.4106, 14.8440)
H (11.7408, -0.7136, 15.1541)
H (14.1092, -0.5478, 15.5835)
H (13.8878, -0.0632, 13.8611)
H (16.2815, -0.6533, 14.2554)
H (15.5738, -1.9356, 13.1946)
H (15.8589, -2.2067, 14.9310)


A molecular structure, C32H34ClF3MoN4O6S. Source: the Open Molecules 2025 dataset; level of theory: ωB97M-V with the def2-TZVPD basis set.

Its energy relative to the best compared isomer or geometry (same formula, charge and spin) is 0.0000 eV. As for the net charge: +2. The lowest unoccupied orbital energy is -7.456 eV.

CARTESIAN COORDINATES (ANGSTROEM)
Mo (0.0969, 0.2859, -0.4960)
C (0.6860, 0.3326, -4.5227)
C (2.0587, 0.7853, -4.0179)
C (2.1973, 1.0867, -2.5079)
N (0.9359, 1.4741, -1.8279)
C (0.3284, 2.6488, -2.2731)
C (0.9947, 3.5151, -3.1054)
C (0.6276, 4.7478, -3.6844)
C (-0.5688, 5.3919, -3.6353)
C (-1.7104, 4.9725, -2.9208)
C (-1.8542, 3.9372, -2.0512)
C (-0.9457, 2.9116, -1.6287)
N (-1.2274, 2.0719, -0.6557)
C (-2.1744, 2.4488, 0.4013)
C (-3.1185, 1.3469, 0.8571)
C (-2.3709, 0.1071, 1.3229)
N (-1.6882, -0.5181, 0.1866)
C (-2.4353, -1.3172, -0.6176)
C (-3.7578, -1.6647, -0.3294)
C (-4.6278, -2.5596, -0.9402)
C (-4.4382, -3.3773, -2.0342)
C (-3.3008, -3.4228, -2.8235)
C (-2.1360, -2.6846, -2.7360)
C (-1.7153, -1.7222, -1.8059)
N (-0.5332, -1.0948, -1.9224)
C (0.4643, -1.6343, -2.8610)
C (0.3541, -1.1383, -4.2985)
H (0.6568, 0.5110, -5.5989)
H (-0.1069, 0.9604, -4.1090)
H (2.3627, 1.6575, -4.5959)
H (2.8000, 0.0176, -4.2571)
H (2.9286, 1.8810, -2.3425)
H (2.5893, 0.2317, -1.9744)
H (1.9986, 3.2231, -3.3665)
H (1.4062, 5.2126, -4.2765)
H (-0.6667, 6.3073, -4.2046)
H (-2.5972, 5.5782, -3.0665)
H (-2.8444, 3.8456, -1.6292)
H (-2.7607, 3.3197, 0.1212)
H (-1.5611, 2.7590, 1.2529)
H (-3.8204, 1.0931, 0.0582)
H (-3.7104, 1.7474, 1.6835)
H (-3.0297, -0.6105, 1.8090)
H (-1.6288, 0.3798, 2.0640)
H (-4.1934, -1.1829, 0.5310)
H (-5.5982, -2.6312, -0.4627)
H (-5.2562, -4.0285, -2.3125)
H (-3.3343, -4.1157, -3.6563)
H (-1.4371, -2.8827, -3.5333)
H (0.4061, -2.7250, -2.8360)
H (1.4496, -1.3986, -2.4673)
H (-0.6483, -1.3286, -4.6878)
H (1.0343, -1.7537, -4.8946)
C (0.5735, -0.0765, 6.6465)
C (1.5307, -0.8182, 5.7980)
C (1.7007, -2.1986, 5.9631)
C (2.5611, -2.8804, 5.1502)
Cl (2.6618, -4.5509, 5.1798)
C (3.5134, -2.1571, 4.2500)
C (3.2472, -0.6972, 4.1079)
C (2.2552, -0.0976, 4.7821)
O (1.9268, 1.2068, 4.5627)
C (0.8754, 1.3541, 3.6042)
C (1.3158, 1.0741, 2.1699)
O (2.4650, 0.9080, 1.8561)
O (0.2731, 1.0550, 1.3569)
H (0.2576, -0.6543, 7.5100)
H (-0.3112, 0.1618, 6.0446)
H (0.9945, 0.8842, 6.9454)
H (1.1030, -2.7293, 6.6918)
H (4.4975, -2.2542, 4.7407)
H (3.8544, -0.1271, 3.4163)
H (0.5420, 2.3886, 3.6749)
H (0.0319, 0.6986, 3.8424)
F (1.4719, -3.7699, 0.1863)
C (2.6457, -3.7048, 0.8036)
F (2.8446, -4.8098, 1.4930)
F (3.6141, -3.5474, -0.0940)
S (2.5997, -2.1396, 1.8679)
O (1.2566, -2.1047, 2.4370)
O (3.6273, -2.8144, 2.9962)
O (1.4915, -0.5972, -0.3039)


| no. | E_HOMO (eV) | calculated total energy (a.u.) |
| --- | --- | --- |
| 1 | -5.276 | -2267.41763 |
| 2 | -12.200 | -3677.96771 |
| 3 | -12.597 | -3135.87029 |